[1]
{
  "formula": "C2H7N4S",
  "method": "ωB97M-V/def2-TZVPD",
  "elements": ["C", "N", "N", "N", "C", "N", "S", "H", "H", "H", "H", "H", "H", "H"],
  "coordinates": [[2.24379, 0.40948, -0.03342], [0.91500, 0.00446, 0.42655], [0.37529, -1.18607, -0.20938], [-0.97875, -1.13892, -0.37163], [-1.62079, -0.07495, -0.11293], [-2.90770, 0.14472, 0.13466], [-0.34067, 1.40361, 0.10478], [1.99422, 0.30859, -1.11126], [2.40295, 1.40159, 0.22878], [2.99880, -0.22629, 0.37165], [0.88284, -0.09149, 1.51080], [0.86876, -1.31363, -1.14254], [-3.46142, -0.63887, 0.13347], [-3.37233, 0.99775, 0.07049]],
  "nbo_charge": [-0.41, -0.32, -0.26, -0.32, 0.39, -0.76, 0.28, 0.22, 0.24, 0.25, 0.45, 0.39, 0.42, 0.43],
  "e_tot_ha": -697.24960,
  "total_charge": 1,
  "e_above_lowest_ev": 2.623,
  "orbital_gap_ev": 8.48
}

[2]
{
  "formula": "C2H7N4S2",
  "method": "ωB97M-V/def2-TZVPD",
  "elements": ["C", "C", "N", "N", "N", "N", "S", "S", "H", "H", "H", "H", "H", "H", "H"],
  "coordinates": [[-1.15256, 0.26422, -0.01057], [-0.01861, -2.23258, 0.15259], [-0.09363, 0.99002, 0.23164], [0.94237, 0.92615, -0.86661], [1.09144, 2.17899, -1.47031], [-0.25236, -2.12618, 1.43022], [-2.69757, 0.62411, 0.44249], [-0.51648, -1.19151, -1.01296], [0.66801, -3.11409, -0.13142], [-0.41224, 1.95866, 0.62813], [0.21558, 2.42927, -1.96939], [1.15192, 2.97173, -0.71411], [-0.85848, -1.43121, 1.91123], [1.90707, 0.64099, -0.63200], [0.02554, -2.88857, 2.01107]],
  "nbo_charge": [-0.11, -0.06, -0.50, -0.32, -0.61, -0.68, 0.06, 0.54, 0.28, 0.43, 0.36, 0.34, 0.45, 0.39, 0.43],
  "e_tot_ha": -1095.44035,
  "total_charge": 1,
  "e_above_lowest_ev": 1.723,
  "orbital_gap_ev": 8.59
}